[1]
Density functional theory data (ωB97M-V/def2-TZVPD) for a single C9H14N4O3 molecule at a distorted geometry.

Summary:
molecular weight: 226.24 Da
maximum force: 4.36 eV/Å
ΔE to the lowest compared entry with this formula, charge and spin: 245.00 kJ/mol
SMILES: C[C@H](N)C(=O)N[C@@H](Cc1c[nH]cn1)C(=O)O
DFT total energy: -796.0698 hartree
HOMO energy: -0.306 Ha

The geometry in ORCA input format:
```
! RIJCOSX wB97M-V def2-TZVPD def2/J DEFGRID3
* xyz 0 1
C 2.0237 -2.6934 0.6511
C 1.0854 -2.1348 -0.3841
N 1.7001 -1.4725 -1.4933
C 0.0135 -1.3263 0.4638
O 0.2718 -0.8543 1.5679
N -1.0595 -0.8883 -0.2402
C -1.8423 0.1958 0.2205
C -1.3534 1.5169 -0.3230
C 0.0450 1.7390 -0.0047
C 0.4516 2.7127 0.8276
N 1.7241 2.9215 0.4948
C 2.0676 2.0576 -0.4885
N 1.0114 1.3156 -0.7475
C -3.2535 0.0978 -0.0844
O -4.0284 0.8030 -0.7370
O -3.7691 -1.0188 0.4875
H 1.4412 -3.2569 1.4301
H 2.4712 -1.8616 1.3278
H 2.8616 -3.2463 0.1952
H 0.2750 -2.9009 -0.6277
H 1.4725 -0.5595 -1.7286
H 2.7244 -1.4581 -1.4519
H -1.3165 -1.3537 -1.1345
H -1.8279 0.2462 1.3187
H -1.7128 1.5146 -1.4001
H -1.9811 2.2261 0.3297
H -0.1449 3.2697 1.5628
H 2.3126 3.6216 0.9021
H 2.9859 1.8784 -0.9665
H -4.6491 -1.0910 0.0326
*
```

How positive or negative is each atom? The natural (NBO) charges in e answer that: -0.6285, -0.1158, -0.8505, 0.6943, -0.6317, -0.6184, -0.1787, -0.4061, 0.0804, -0.0819, -0.4920, 0.1399, -0.4800, 0.7816, -0.5932, -0.6753, 0.2278, 0.2301, 0.2096, 0.1561, 0.4024, 0.3615, 0.4118, 0.2639, 0.2412, 0.2162, 0.2195, 0.4162, 0.2035, 0.4962



[2]
Density functional theory data (ωB97M-V/def2-TZVPD) for a single C9H14N4O3 molecule at a distorted geometry.

Summary:
molecular weight: 226.24 Da
maximum force: 4.71 eV/Å
ΔE to the lowest compared entry with this formula, charge and spin: 346.60 kJ/mol
SMILES: C[C@H](N)C(=O)N[C@@H](Cc1c[nH]cn1)C(=O)O
DFT total energy: -796.0311 hartree
HOMO energy: -0.315 Ha

The geometry in ORCA input format:
```
! RIJCOSX wB97M-V def2-TZVPD def2/J DEFGRID3
* xyz 0 1
C 4.8288 -0.0727 -0.5686
C 3.3017 0.0044 -0.7377
N 2.8030 1.3013 -0.5338
C 2.5540 -1.0814 0.1125
O 2.8902 -2.1891 0.4906
N 1.2727 -0.8374 0.5727
C 0.1156 -0.0802 0.1451
C -1.1877 -1.0424 0.4268
C -2.5025 -0.5705 -0.1189
C -3.0314 0.6985 -0.1872
N -4.4766 0.5228 -0.4065
C -4.5729 -0.8890 -0.7344
N -3.4668 -1.4749 -0.3762
C -0.1220 1.3064 0.6446
O -0.8009 1.4005 1.6231
O 0.2738 2.2682 -0.2333
H 4.9939 -1.1377 -0.4429
H 5.4020 0.4108 -1.3873
H 5.0571 0.3017 0.5407
H 3.2312 -0.1850 -1.8189
H 3.2503 1.7914 0.2564
H 2.6949 1.7142 -1.4605
H 1.1894 -1.5058 1.3156
H 0.1442 0.1042 -0.9509
H -1.2500 -0.9790 1.5639
H -0.9260 -2.0505 0.0752
H -2.6040 1.5920 0.2482
H -5.1140 1.2542 -0.6169
H -5.4813 -1.4135 -0.8718
H 1.2791 2.0459 -0.1804
*
```

How positive or negative is each atom? The natural (NBO) charges in e answer that: -0.6173, -0.1438, -0.8763, 0.6707, -0.6069, -0.6310, -0.1517, -0.3960, 0.0686, -0.1040, -0.5534, 0.1782, -0.4559, 0.7745, -0.5546, -0.7275, 0.2457, 0.2247, 0.1982, 0.2218, 0.3981, 0.4030, 0.4120, 0.2057, 0.2339, 0.2373, 0.2338, 0.4111, 0.1988, 0.5022



[3]
Density functional theory data (ωB97M-V/def2-TZVPD) for a single C9H14N4O4 molecule at a distorted geometry.

Summary:
molecular weight: 242.23 Da
maximum force: 5.12 eV/Å
ΔE to the lowest compared entry with this formula, charge and spin: 95.79 kJ/mol
SMILES: N[C@@H](Cc1c[nH]cn1)C(=O)N[C@@H](CO)C(=O)O
DFT total energy: -871.3611 hartree
HOMO energy: -0.305 Ha

The geometry in ORCA input format:
```
! RIJCOSX wB97M-V def2-TZVPD def2/J DEFGRID3
* xyz 0 1
N 0.2645 2.8369 0.0123
C 0.8220 1.5579 -0.4028
C 1.6091 0.9157 0.7364
C 2.6257 -0.1245 0.3913
C 2.4441 -1.2392 -0.4267
N 3.6254 -1.9625 -0.3230
C 4.4487 -1.2328 0.5183
N 3.9034 -0.1018 0.9520
C -0.3777 0.6521 -0.7359
O -0.2007 -0.3181 -1.4646
N -1.5656 1.0238 -0.1359
C -2.7176 0.1603 0.0458
C -3.1726 -0.6690 -1.1321
O -2.4480 -1.8836 -1.2540
C -2.5705 -0.6088 1.3194
O -1.6215 -0.4530 2.1453
O -3.5669 -1.4166 1.6091
H -0.2321 3.3093 -0.6802
H 0.9424 3.4867 0.3353
H 1.3465 1.6456 -1.3516
H 0.8294 0.4422 1.4266
H 2.1549 1.7027 1.3059
H 1.6069 -1.5809 -1.0262
H 3.8627 -2.8352 -0.7580
H 5.4630 -1.5633 0.7314
H -1.6677 1.9625 0.3101
H -3.5390 0.8858 0.2037
H -3.1055 -0.0742 -2.1015
H -4.2439 -0.9862 -1.0760
H -1.5704 -1.6417 -1.5847
H -3.3489 -1.8902 2.4103
*
```

How positive or negative is each atom? The natural (NBO) charges in e answer that: -0.8482, -0.1258, -0.4408, 0.0751, -0.1067, -0.5295, 0.1612, -0.4557, 0.7134, -0.6667, -0.6239, -0.1927, -0.0751, -0.7378, 0.7829, -0.6168, -0.6568, 0.3581, 0.3707, 0.1992, 0.2527, 0.2351, 0.2456, 0.4181, 0.1924, 0.4412, 0.2365, 0.1845, 0.2051, 0.4980, 0.5070



[4]
Density functional theory data (ωB97M-V/def2-TZVPD) for a gas-phase ion, C9H14NO (charge +1) at a distorted geometry.

Summary:
molecular weight: 152.22 Da
maximum force: 5.25 eV/Å
ΔE to the lowest compared entry with this formula, charge and spin: 457.85 kJ/mol
DFT total energy: -480.9002 hartree
HOMO energy (alpha / beta): -0.478 / -0.478 Ha

The geometry in ORCA input format:
```
! RIJCOSX wB97M-V def2-TZVPD def2/J DEFGRID3
* xyz 1 1
C -1.4434 0.7563 -0.2896
C 0.6534 1.8122 0.6367
C 0.6897 0.3555 -1.5133
C -0.4491 -0.5118 1.4754
C -0.6470 1.0684 1.0282
C -0.5466 -0.3194 -0.9619
C 1.5962 1.0508 -0.3041
C -0.1730 -1.1158 0.2034
C 0.2904 -2.4957 0.1303
N 2.1932 -0.0398 0.2292
O 3.3670 -0.2918 0.1752
H -2.3978 0.4933 -0.0507
H -1.4358 1.7615 -0.8166
H 0.3242 2.5548 -0.0313
H 1.2022 2.2073 1.4476
H 1.2403 -0.4443 -1.9140
H 0.4931 1.2053 -2.1127
H 0.3338 -0.8020 2.1297
H -1.4246 -0.6136 1.9622
H -1.1339 1.7030 1.6469
H -0.9619 -0.9810 -1.7097
H 2.3076 1.7501 -0.8246
H -0.3640 -2.8570 0.8432
H 1.2778 -2.8158 0.4394
H 0.2195 -2.9815 -0.8333
*
```

How positive or negative is each atom? The natural (NBO) charges in e answer that: -0.3921, -0.4032, -0.3220, -0.6069, -0.1473, -0.4022, -0.1316, 0.6607, -0.7683, 0.1318, -0.2126, 0.2275, 0.2307, 0.2272, 0.2423, 0.2280, 0.2549, 0.2740, 0.3181, 0.2349, 0.2770, 0.2278, 0.2731, 0.3187, 0.2597



[5]
Density functional theory data (ωB97M-V/def2-TZVPD) for a molecular structure, C9H14NO4Si at a distorted geometry.

Summary:
⟨S²⟩: 2.03
molecular weight: 228.30 Da
maximum force: 2.97 eV/Å
DFT total energy: -996.5111 hartree
HOMO energy (alpha / beta): -0.100 / -0.176 Ha

The geometry in ORCA input format:
```
! RIJCOSX wB97M-V def2-TZVPD def2/J DEFGRID3
* xyz -1 3
C -0.1504 -1.9538 0.3455
C 0.6269 -1.7486 -0.8222
C 3.3610 0.0198 -0.0775
C 0.1092 0.5070 -0.4161
C 0.5225 2.0601 1.4572
C -2.3578 -0.5068 1.7035
C -2.4212 -1.1341 -1.4255
C 2.2723 -0.1028 -1.3521
C 0.5084 1.8987 -0.0644
N 0.9547 -0.3578 -0.9255
O 2.8425 -0.0034 1.0249
O -0.1122 -2.5771 1.3589
O 0.7457 -2.5302 -1.7641
O 4.5036 0.1316 -0.4839
Si -1.6437 -0.0988 -0.0249
H -0.4563 1.8332 1.8725
H 0.7946 3.0801 1.7265
H 1.2570 1.3730 1.8733
H -3.4029 -0.2133 1.7523
H -2.2972 -1.5607 1.9480
H -1.8296 0.0359 2.4804
H -2.4817 -2.1859 -1.1722
H -3.4244 -0.7845 -1.6469
H -1.8379 -1.0543 -2.3373
H 2.6164 -0.9360 -1.9656
H 2.3613 0.8358 -1.8956
H 1.4988 2.1465 -0.4441
H -0.2261 2.5887 -0.4935
H -2.3335 1.2379 -0.2316
*
```

How positive or negative is each atom? The natural (NBO) charges in e answer that: 0.4497, 0.4359, 0.8008, -0.1310, -0.6075, -1.0673, -1.0878, -0.4017, -0.4583, -0.3570, -0.7584, -0.4300, -0.5542, -0.7421, 1.2455, 0.1863, 0.1916, 0.2586, 0.2233, 0.2320, 0.2371, 0.2251, 0.2284, 0.2426, 0.2335, 0.2052, 0.2188, 0.2073, -0.2262



[6]
Density functional theory data (ωB97M-V/def2-TZVPD) for a molecular structure, C9H14NOS at a distorted geometry.

Summary:
molecular weight: 184.28 Da
maximum force: 3.75 eV/Å
ΔE to the lowest compared entry with this formula, charge and spin: 572.35 kJ/mol
DFT total energy: -879.0409 hartree
HOMO energy (alpha / beta): -0.451 / -0.451 Ha

The geometry in ORCA input format:
```
! RIJCOSX wB97M-V def2-TZVPD def2/J DEFGRID3
* xyz 1 1
C 0.7435 -0.1658 0.5518
C -1.3226 -0.8206 -0.3399
C -1.9474 1.2544 2.5356
C -0.9647 -0.3640 -1.8428
C -0.0329 0.8757 -1.7073
C 2.5156 0.3053 -1.1908
C 2.0887 1.5687 -0.5743
C -0.1129 -1.3038 0.3554
C -0.4012 -1.9230 1.7144
N 1.0967 0.5582 -0.7394
O -2.3056 -0.5570 0.2412
S -0.5668 1.4493 1.5809
H -2.1972 2.0656 3.2637
H -2.5559 0.2478 2.4536
H -0.5503 -1.2954 -2.4334
H -1.8319 -0.0583 -2.3276
H 0.4172 1.1529 -2.6895
H -0.6186 1.7278 -1.1956
H 2.6355 0.1313 -2.2654
H 3.0069 -0.4193 -0.5678
H 2.0572 1.6870 0.5101
H 1.9766 2.5215 -1.1532
H 0.4210 -2.0680 -0.2788
H -1.3714 -1.6870 2.0804
H 0.3477 -1.8303 2.4376
H -0.5273 -3.0529 1.5811
*
```

How positive or negative is each atom? The natural (NBO) charges in e answer that: 0.1609, 0.6475, -0.3864, -0.5273, -0.2093, -0.1909, -0.2299, -0.5808, -0.6032, -0.3440, -0.5218, 0.2764, 0.2509, 0.2675, 0.2413, 0.2518, 0.2393, 0.2403, 0.2555, 0.2575, 0.2661, 0.2519, 0.2847, 0.2295, 0.2397, 0.2326